C64H54N4O2P2S2Sn | ωB97M-V/def2-TZVPD

The calculation puts the relative energy (zero: lowest compared OMol25 entry of this formula, charge and spin) at 636.48 kJ/mol. Its gap between HOMO and LUMO is 3.208 eV. For the HOMO energy, the calculation gives 0.14 eV. Its net charge is -2.

Each line ends with the Löwdin charge.
Element x y z (Å)
Sn  -0.23511  0.42233  -0.66128  1.247
O  -0.31076  1.94266  -2.15311  -0.310
C  0.83752  2.15659  -2.82316  -0.399
C  1.44082  3.41501  -2.83118  -0.039
C  2.64608  3.61968  -3.48131  -0.110
C  3.27149  2.56142  -4.13171  -0.109
C  2.65132  1.31900  -4.15413  -0.022
C  1.43150  1.10709  -3.52510  -0.122
C  0.57825  -0.10095  -3.70857  -0.228
N  0.43308  -1.02396  -2.55299  -0.113
N  -1.11491  -3.03533  -2.48759  0.163
C  -2.00591  -2.88866  -1.48905  -0.444
O  -2.24243  -1.83783  -0.90653  -0.026
C  -2.68053  -4.16849  -1.03730  -0.115
C  -2.68254  -5.36617  -1.74588  -0.036
C  -3.33106  -6.48588  -1.24360  -0.096
C  -3.98102  -6.42666  -0.01869  -0.104
C  -3.97817  -5.23690  0.69693  -0.079
C  -3.33757  -4.11989  0.18550  -0.013
H  0.94880  4.21283  -2.28637  0.105
H  3.11078  4.59929  -3.45664  0.089
H  4.23376  2.69616  -4.61026  0.084
H  3.12812  0.48964  -4.66042  0.100
H  -0.43849  0.28431  -3.83233  0.142
H  -2.19465  -5.45034  -2.71018  0.103
H  -3.31922  -7.40884  -1.81026  0.096
H  -4.47717  -7.30467  0.37637  0.093
H  -4.46728  -5.18226  1.66215  0.100
H  -3.31844  -3.18984  0.73084  0.111
C  -4.08064  0.85164  -2.29962  -0.065
C  -4.02266  1.71937  -1.08852  -0.621
N  -3.04079  1.75662  -0.25774  0.081
C  -3.22603  2.68317  0.73706  -0.322
C  -4.41309  3.34576  0.67947  -0.373
S  -5.30692  2.82098  -0.68136  1.013
C  -2.15356  2.92045  1.71886  -0.305
C  -2.20239  3.86413  2.69417  -0.342
S  -0.73850  3.87208  3.57268  1.099
C  -0.12946  2.59349  2.56670  -0.539
N  -0.97251  2.20686  1.66113  0.083
C  1.24846  2.07204  2.78347  -0.167
H  -3.08220  0.79249  -2.73469  0.079
H  -4.78410  1.24382  -3.03235  0.065
H  -4.36982  -0.16548  -2.02896  0.079
H  -4.78811  4.12273  1.32370  0.061
H  -3.00228  4.54435  2.93260  0.064
H  1.56244  2.21834  3.81708  0.044
H  1.95199  2.58614  2.12285  0.147
H  1.30425  1.01856  2.50714  -0.119
C  0.85915  -3.06444  1.71587  -0.290
C  1.57027  -1.99849  2.55307  -0.324
P  0.82157  -0.30807  2.36639  1.075
C  -0.87905  -0.61896  3.00581  -0.305
C  -1.94564  -0.29402  2.17297  -0.139
C  -3.25755  -0.42668  2.61873  -0.078
C  -3.51375  -0.89085  3.89908  -0.105
C  -2.45410  -1.24075  4.73130  -0.102
C  -1.14968  -1.10317  4.28666  -0.085
C  1.55130  0.53016  3.83193  -0.389
C  2.87130  0.29844  4.21653  -0.067
C  3.44301  1.00325  5.26792  -0.102
C  2.71176  1.96750  5.94438  -0.110
C  1.40698  2.23390  5.54825  -0.130
C  0.83763  1.52711  4.50140  -0.269
C  0.64252  -2.67838  0.26270  -0.380
P  2.14812  -1.96673  -0.57274  1.049
C  1.64079  -1.80256  -2.29664  -0.389
C  2.45529  -2.13868  -3.38366  -0.150
C  2.11606  -1.83761  -4.68257  -0.125
C  0.82889  -1.07329  -4.88226  -0.263
C  -0.21989  -2.09468  -4.52805  -0.005
C  -0.37584  -2.05164  -3.19000  -0.261
C  3.10369  -3.55693  -0.60389  -0.337
C  2.69652  -4.67831  -1.32922  -0.097
C  3.41886  -5.85939  -1.27963  -0.102
C  4.56536  -5.94712  -0.49460  -0.117
C  4.97372  -4.84763  0.24277  -0.099
C  4.24610  -3.66201  0.18232  -0.131
H  -0.11694  -3.27596  2.16628  0.098
H  1.44186  -3.98979  1.76514  0.101
H  2.60355  -1.89865  2.20902  0.059
H  1.58204  -2.29185  3.60703  0.080
H  -1.75034  0.06120  1.16463  -0.046
H  -4.07367  -0.15785  1.95916  0.101
H  -4.53414  -0.97753  4.25371  0.089
H  -2.64947  -1.61317  5.73012  0.090
H  -0.32866  -1.36274  4.94655  0.107
H  3.47046  -0.42736  3.68112  0.105
H  4.46894  0.80270  5.55166  0.091
H  3.15489  2.51160  6.76927  0.090
H  0.83419  3.00390  6.05100  0.092
H  -0.17744  1.75187  4.19388  0.089
H  -0.13303  -1.90839  0.19806  -0.019
H  0.29945  -3.55042  -0.29790  0.071
H  3.37988  -2.67602  -3.19431  0.098
H  2.69646  -2.18856  -5.52651  0.064
H  0.73080  -0.59623  -5.85817  0.136
H  -0.55376  -2.89866  -5.17419  0.095
H  -1.13539  -3.91539  -2.97676  0.118
H  1.81226  -4.60241  -1.95274  0.100
H  3.09301  -6.71646  -1.85809  0.088
H  5.14226  -6.86444  -0.47168  0.086
H  5.86571  -4.90440  0.85584  0.097
H  4.57898  -2.79400  0.74190  0.094
C  1.78989  0.89257  -0.16318  -0.283
C  2.96310  1.23332  -0.06638  -0.175
C  4.30993  1.61724  0.05999  -0.209
C  5.33660  0.72573  -0.42340  -0.182
C  5.07534  -0.65049  -0.62309  -0.060
C  6.04104  -1.51455  -1.10479  -0.117
C  7.31959  -1.06093  -1.42416  -0.146
C  7.58946  0.29633  -1.27102  -0.138
C  6.62781  1.16816  -0.79123  -0.069
C  4.57754  2.88323  0.69985  -0.197
C  3.63615  3.94088  0.63854  -0.067
C  3.82842  5.13745  1.30545  -0.131
C  4.97336  5.36409  2.06565  -0.158
C  5.92134  4.34368  2.13458  -0.137
C  5.73492  3.14268  1.47591  -0.066
H  4.07680  -1.01586  -0.39316  -0.002
H  5.79760  -2.56389  -1.23318  0.077
H  8.07382  -1.74143  -1.80179  0.071
H  8.56435  0.68395  -1.55206  0.081
H  6.85909  2.22405  -0.72239  0.096
H  2.75828  3.79587  0.01866  0.097
H  3.07567  5.91625  1.22748  0.085
H  5.12212  6.30160  2.58838  0.069
H  6.81669  4.48550  2.73287  0.082
H  6.47569  2.35928  1.57900  0.098